125
Properties=species:S:1:pos:R:3:lowdin_charge:R:1 method="wB97M-V/def2-TZVPD" gap_ev="5.88 / 4.08" s_squared=3.785 multiplicity=4 e_tot_ev=-270113.08092 relative_energy_kj_mol=79.8 charge=+3
Re 0.110 1.327 0.832 1.062
N -2.697 -1.444 2.844 0.122
C -2.142 -0.457 2.116 -0.798
S -0.690 0.280 2.803 0.650
N -2.645 -0.138 0.984 0.016
N -2.007 0.869 0.279 -0.086
C -2.789 1.363 -0.655 -0.132
C -4.149 0.838 -0.882 -0.212
C -5.241 1.710 -0.839 -0.036
C -6.516 1.237 -1.104 -0.041
C -6.703 -0.098 -1.444 -0.035
C -5.617 -0.966 -1.490 -0.042
C -4.349 -0.504 -1.187 -0.033
C -2.326 2.490 -1.499 -0.223
C -3.048 2.899 -2.612 0.030
C -2.577 3.964 -3.369 0.002
C -1.384 4.561 -3.010 -0.010
C -0.703 4.059 -1.913 -0.132
N -1.165 3.058 -1.164 0.063
H -2.437 -1.572 3.807 0.106
H -3.611 -1.772 2.565 0.131
H -5.097 2.753 -0.572 0.127
H -7.361 1.912 -1.060 0.121
H -7.699 -0.464 -1.665 0.123
H -5.758 -2.006 -1.762 0.118
H -3.514 -1.179 -1.205 0.101
H -3.957 2.382 -2.889 0.129
H -3.138 4.313 -4.228 0.134
H -0.979 5.396 -3.568 0.127
H 0.257 4.467 -1.633 0.113
C 2.674 -0.733 2.597 -0.243
As 2.427 1.049 1.886 1.073
C 4.016 1.229 0.804 -0.220
C 2.784 2.089 3.499 -0.295
C 2.381 3.570 3.546 -0.656
C 2.883 4.287 2.284 -0.068
C 0.865 3.708 3.715 -0.301
As -0.278 3.479 2.149 1.034
C -0.305 5.288 1.453 -0.236
C -2.027 3.458 2.977 -0.253
C 3.057 4.148 4.809 -0.367
As 2.910 6.020 5.512 1.172
C 2.451 7.143 3.969 -0.346
C 1.106 5.966 6.289 -0.340
H 3.591 -0.732 3.183 0.060
H 2.775 -1.452 1.784 0.026
H 1.839 -1.012 3.232 0.014
H 4.862 1.152 1.482 0.060
H 4.039 2.180 0.283 0.027
H 4.056 0.413 0.087 0.033
H 3.862 1.994 3.630 0.098
H 2.309 1.538 4.313 0.096
H 2.461 3.841 1.371 0.042
H 3.971 4.221 2.213 0.107
H 2.617 5.338 2.293 0.050
H 0.635 4.718 4.041 0.043
H 0.492 3.029 4.484 0.098
H -0.460 5.926 2.318 0.043
H -1.140 5.405 0.769 0.035
H 0.623 5.562 0.962 0.034
H -2.117 4.347 3.596 0.054
H -2.147 2.569 3.587 0.010
H -2.798 3.475 2.207 0.040
H 4.134 4.000 4.716 0.066
H 2.741 3.563 5.680 0.075
H 3.289 7.217 3.277 0.023
H 2.271 8.135 4.382 0.032
H 1.549 6.826 3.441 -0.006
H 0.986 5.070 6.898 0.026
H 0.306 6.019 5.548 0.005
H 1.017 6.831 6.943 0.027
C 0.999 1.138 -4.356 -0.017
N 0.877 1.189 -2.897 0.060
C 1.629 1.940 -2.097 -0.601
N 2.608 2.666 -2.653 0.239
O 1.495 1.997 -0.824 -0.249
H 0.068 0.770 -4.765 0.098
H 1.808 0.480 -4.675 0.105
H 1.160 2.137 -4.761 0.096
H 0.201 0.594 -2.449 0.128
H 2.851 2.592 -3.627 0.120
H 3.198 3.221 -2.057 0.131
C 0.781 -7.611 -1.712 -0.023
C 1.228 -6.609 -0.630 -0.515
C 0.780 -7.145 0.736 -0.029
C 2.767 -6.528 -0.649 -0.033
C 0.600 -5.201 -0.916 -0.429
O 1.097 -4.641 -2.120 -0.004
C -0.938 -5.261 -0.964 -0.104
C -1.591 -4.132 -1.766 -0.129
C -1.331 -4.255 -3.256 -0.246
C -0.705 -3.260 -3.993 -0.061
C -0.534 -3.375 -5.367 -0.106
C -0.989 -4.502 -6.024 -0.676
Cl -0.780 -4.638 -7.733 0.709
C -1.607 -5.514 -5.313 -0.080
C -1.774 -5.382 -3.941 -0.029
C 1.117 -4.257 0.206 -0.010
N 1.121 -2.794 -0.033 -0.048
C 0.270 -1.892 0.426 -0.129
N 0.661 -0.670 0.029 -0.094
C 1.806 -0.938 -0.707 -0.221
N 2.118 -2.200 -0.734 0.187
H 1.396 -8.507 -1.641 0.098
H 0.893 -7.234 -2.735 0.093
H -0.254 -7.929 -1.583 0.088
H 1.207 -8.139 0.887 0.105
H -0.306 -7.246 0.804 0.091
H 1.129 -6.520 1.565 0.085
H 3.183 -7.528 -0.766 0.097
H 3.175 -6.135 0.285 0.082
H 3.144 -5.915 -1.470 0.095
H 1.267 -5.339 -2.761 0.105
H -1.322 -5.284 0.060 0.122
H -1.259 -6.192 -1.429 0.100
H -1.283 -3.149 -1.407 0.085
H -2.673 -4.188 -1.603 0.123
H -0.316 -2.380 -3.478 0.095
H -0.045 -2.600 -5.941 0.100
H -1.963 -6.396 -5.831 0.117
H -2.276 -6.179 -3.398 0.124
H 2.156 -4.507 0.380 0.119
H 0.548 -4.400 1.121 0.135
H -0.581 -2.126 1.044 0.130
H 2.417 -0.184 -1.167 0.098